Density functional theory data (ωB97M-V with the def2-TZVPD basis set) for C3H8O3 as an isolated structure at a distorted geometry.

Element x y z (Å)
C (-0.21275, 0.03445, 0.15629)
C (1.09896, 0.57602, -0.05655)
C (-0.90153, -0.83884, -0.84126)
O (-0.63496, 0.01274, 1.43451)
O (1.63685, -1.05923, 0.35405)
O (-0.45109, 1.77112, -0.51337)
H (-1.51221, -0.38663, 1.49035)
H (1.67868, -1.10669, 1.31863)
H (-0.51094, 2.34986, 0.25811)
H (1.48655, 0.60430, -1.06005)
H (1.53416, 1.19365, 0.71813)
H (-0.81670, -1.87899, -0.52691)
H (-1.94835, -0.54190, -0.91103)
H (-0.44668, -0.72988, -1.82088)

Calculated values
Lowest unoccupied orbital energy   0.542 eV
E   -344.7081 a.u.
Relative energy (zero: lowest compared OMol25 entry of this formula, charge and spin)   368.3 kJ/mol
Total charge   0

---

Density functional theory data (ωB97M-V with the def2-TZVPD basis set) for C12H14BF3HgN6O2 as an isolated structure at a distorted geometry.

Element x y z (Å)
H (0.96490, 3.30720, 0.22220)
N (0.53940, 1.76420, -1.15030)
B (0.16300, 0.34330, -3.21310)
N (0.53960, 1.67520, -2.50550)
C (0.90020, 2.87030, -3.04100)
Hg (0.00000, 0.00000, 0.00000)
H (0.95750, 2.99400, -4.12190)
C (1.14160, 3.76300, -1.99670)
H (1.44850, 4.80510, -2.07240)
C (0.90000, 3.01650, -0.82610)
H (0.22510, 0.47550, -4.41350)
C (-0.51920, -1.70180, 1.05030)
H (-0.49460, -1.54540, 2.14050)
H (0.18150, -2.51550, 0.78970)
H (-1.53830, -2.01140, 0.75630)
N (-1.27790, -0.05290, -2.78910)
N (1.14620, -0.76330, -2.74200)
N (-1.58270, -0.24590, -1.48030)
N (1.25160, -1.07650, -1.42530)
C (-2.38820, -0.23870, -3.54910)
C (2.00700, -1.52680, -3.46370)
H (-2.33970, -0.12520, -4.63170)
H (2.06620, -1.41650, -4.54600)
C (-3.44810, -0.56370, -2.70270)
C (2.69300, -2.36360, -2.58340)
C (-2.88820, -0.55320, -1.40960)
C (2.18130, -2.03880, -1.31110)
H (-4.47940, -0.77520, -2.98180)
H (3.45620, -3.10080, -2.82760)
H (-3.34990, -0.74500, -0.44100)
H (2.43150, -2.43940, -0.32860)
H (-0.88820, 0.78510, 1.02440)
F (2.47100, 1.37110, 4.42410)
C (2.41390, 0.20510, 3.68130)
F (3.62000, 0.02510, 3.02370)
F (2.19680, -0.87180, 4.52990)
C (1.27740, 0.29070, 2.70840)
O (0.05900, 0.43580, 3.18290)
O (1.48450, 0.23030, 1.39840)

Calculated values
Lowest unoccupied orbital energy   -0.966 eV
E   -1422.4518 a.u.
Relative energy (zero: lowest compared OMol25 entry of this formula, charge and spin)   408.3 kJ/mol
Total charge   0